[1]
{
  "formula": "C34H29MnN10O5",
  "method": "ωB97M-V with the def2-TZVPD basis set",
  "species": ["Mn", "N", "C", "N", "N", "N", "N", "C", "N", "N", "N", "N", "H", "C", "C", "C", "O", "C", "C", "O", "C", "O", "C", "C", "C", "C", "C", "C", "C", "C", "C", "C", "C", "C", "C", "O", "C", "C", "C", "C", "C", "C", "C", "C", "C", "C", "C", "C", "H", "H", "H", "H", "H", "H", "H", "H", "H", "H", "H", "H", "H", "H", "H", "H", "H", "H", "H", "H", "H", "H", "H", "H", "H", "H", "H", "H", "O", "C", "N"],
  "xyz": [[0.06670, 0.49773, 0.38404], [-1.95301, 1.26763, -2.52407], [-1.57450, -0.01324, -2.42720], [-1.94608, -0.96377, -3.30369], [-1.36846, -2.04901, -2.95975], [-0.65504, -1.80181, -1.90528], [-0.74659, -0.52382, -1.48270], [-1.50820, 2.23282, -1.66244], [-1.83850, 3.50523, -1.70191], [-1.19936, 4.06234, -0.69113], [-0.51242, 3.21712, -0.05172], [-0.65469, 1.99485, -0.61865], [-2.54983, 1.55950, -3.28918], [3.08829, -1.29389, 5.77238], [2.79521, -0.11283, 4.85193], [3.48773, 1.16075, 5.33736], [1.38726, 0.11012, 4.76900], [0.96384, 0.11604, 3.44525], [2.26197, -0.03639, 2.60385], [3.20795, -0.46313, 3.54002], [2.20275, -1.04430, 1.39040], [1.21742, -0.59534, 0.52132], [1.84432, -2.42607, 1.93421], [0.53406, -2.89012, 1.89979], [0.21429, -4.11321, 2.46478], [1.19539, -4.87466, 3.07595], [2.49922, -4.41000, 3.11378], [2.82942, -3.19349, 2.54152], [3.53192, -1.09386, 0.63146], [3.54020, -1.76482, -0.58586], [4.70125, -1.85301, -1.33128], [5.86874, -1.26768, -0.87198], [5.86317, -0.60086, 0.33933], [4.70160, -0.50321, 1.08859], [0.13402, 1.41216, 3.07460], [-0.15186, 1.19152, 1.75683], [-1.19606, 1.53532, 3.82370], [-2.07936, 2.48380, 3.31611], [-3.31199, 2.67834, 3.91307], [-3.66352, 1.92407, 5.02186], [-2.77920, 0.98737, 5.53058], [-1.54332, 0.78201, 4.93409], [0.96231, 2.68356, 3.27652], [0.95380, 3.32134, 4.51091], [1.73586, 4.44769, 4.70789], [2.53332, 4.93583, 3.68564], [2.53321, 4.30573, 2.45335], [1.74451, 3.18794, 2.24220], [2.80267, -1.04890, 6.78988], [4.14974, -1.51772, 5.72894], [2.53275, -2.16453, 5.43613], [3.11471, 1.41667, 6.32391], [3.28037, 1.98823, 4.66558], [4.56009, 1.00254, 5.38511], [0.27849, -0.73478, 3.27497], [2.55023, 0.94321, 2.18322], [-0.25128, -2.30554, 1.42865], [-0.80567, -4.46544, 2.43816], [0.94809, -5.82456, 3.52423], [3.26882, -4.99379, 3.59396], [3.84556, -2.83337, 2.57729], [2.63015, -2.22374, -0.94575], [4.68930, -2.38274, -2.26965], [6.77536, -1.32844, -1.45415], [6.76724, -0.14597, 0.71192], [4.72840, 0.00805, 2.03559], [-1.78218, 3.07499, 2.45851], [-3.98528, 3.42545, 3.51839], [-4.62000, 2.06757, 5.50100], [-3.03717, 0.41289, 6.40765], [-0.85276, 0.06570, 5.35111], [0.33830, 2.93879, 5.31123], [1.71539, 4.94267, 5.66631], [3.14262, 5.81100, 3.84841], [3.14330, 4.68836, 1.65024], [1.71615, 2.73872, 1.25552], [1.22611, -4.71741, -1.48924], [0.64808, -3.73318, -1.50254], [0.13685, -2.66025, -1.28717]],
  "atomic_forces_ev_per_a": [[-3.151, 0.839, -5.655], [-0.145, 0.358, 0.001], [0.713, -0.829, 0.564], [-0.696, 0.990, -0.527], [0.506, -1.085, 0.046], [-0.255, 0.276, -0.278], [-0.222, 0.642, 0.062], [0.443, 0.161, 0.574], [-0.663, -1.205, -1.252], [0.315, 0.713, 0.593], [0.834, 0.292, 1.067], [-0.371, -0.144, -0.670], [0.045, -0.163, 0.078], [-0.261, 0.289, -0.461], [0.498, 0.062, 0.726], [-0.232, -0.314, -0.372], [-0.040, 0.057, 0.023], [-0.307, -0.172, -0.374], [-0.168, 0.410, -0.332], [-0.066, -0.129, -0.086], [1.911, -0.273, 2.101], [1.448, -2.002, -0.419], [-0.403, 0.139, -0.388], [-0.025, 0.074, -0.034], [-0.108, -0.072, 0.040], [0.002, -0.009, 0.014], [0.070, 0.030, 0.011], [-0.029, 0.008, -0.041], [-0.312, 0.216, -0.163], [0.057, -0.035, 0.027], [-0.145, -0.052, -0.076], [0.042, 0.030, 0.048], [0.070, 0.026, -0.043], [-0.113, 0.019, 0.043], [0.751, -0.153, 3.221], [-0.820, 1.516, 1.783], [0.059, -0.081, -0.471], [-0.039, -0.005, 0.045], [0.058, 0.043, -0.104], [0.017, -0.079, 0.123], [0.009, -0.012, 0.057], [0.130, 0.006, -0.130], [-0.031, -0.111, -0.591], [-0.060, -0.055, -0.098], [-0.032, -0.075, 0.044], [-0.037, -0.016, 0.069], [0.083, 0.004, -0.073], [-0.048, -0.017, 0.078], [0.009, 0.009, 0.123], [0.128, 0.001, 0.080], [-0.085, -0.098, -0.023], [-0.023, 0.035, 0.127], [0.006, 0.094, -0.112], [0.141, -0.056, 0.051], [0.155, 0.203, 0.043], [-0.010, -0.253, 0.083], [0.088, -0.087, 0.068], [-0.097, -0.041, -0.017], [-0.042, -0.083, 0.021], [0.081, -0.082, 0.037], [0.088, -0.006, -0.024], [0.027, -0.007, -0.011], [0.031, -0.066, -0.152], [0.073, -0.034, -0.044], [0.113, 0.054, 0.026], [0.014, 0.070, 0.060], [-0.038, 0.088, -0.034], [-0.060, 0.012, -0.011], [-0.085, 0.047, 0.014], [-0.077, -0.039, 0.050], [0.027, -0.083, 0.039], [-0.047, 0.001, 0.063], [0.024, 0.051, 0.096], [0.057, 0.092, -0.003], [0.035, 0.059, -0.102], [0.050, 0.110, 0.098], [0.432, -0.989, -0.223], [-0.345, 0.305, -0.148], [0.050, 0.582, 1.021]],
  "multiplicity": 2,
  "total_charge": 1,
  "total_energy_ev": -92174.303,
  "homo_lumo_gap_ev": [5.6, 6.2],
  "s2": 1.238
}

---

[2]
{
  "formula": "C12H36CaFO6",
  "method": "ωB97M-V with the def2-TZVPD basis set",
  "species": ["Ca", "F", "C", "C", "O", "H", "H", "H", "H", "H", "H", "C", "C", "O", "H", "H", "H", "H", "H", "H", "C", "C", "O", "H", "H", "H", "H", "H", "H", "C", "C", "O", "H", "H", "H", "H", "H", "H", "C", "C", "O", "H", "H", "H", "H", "H", "H", "C", "C", "O", "H", "H", "H", "H", "H", "H"],
  "xyz": [[-2.60493, -1.75595, -0.56958], [-0.48060, -1.46722, -0.24102], [4.15963, 0.86044, 0.09136], [2.79761, 0.34953, 0.49890], [2.05499, 0.04424, -0.68724], [4.71284, 0.08198, -0.44037], [4.73805, 1.09736, 0.98671], [4.09723, 1.73189, -0.55713], [2.27692, 1.11046, 1.09432], [2.90665, -0.55015, 1.11051], [1.28574, -0.49089, -0.45786], [-1.13798, 3.97482, 0.88038], [-0.04797, 2.93544, 0.83917], [-0.61663, 1.67224, 0.46754], [-0.75315, 4.90919, 1.28786], [-1.94960, 3.65389, 1.53954], [-1.54771, 4.16977, -0.11186], [0.42468, 2.84037, 1.81949], [0.71871, 3.21183, 0.11092], [0.05530, 0.98118, 0.52350], [-1.28151, 0.79581, -3.67205], [-1.35362, -0.66313, -3.37685], [-2.69390, -1.02519, -2.84092], [-1.79166, 1.04260, -4.60297], [-0.23636, 1.08950, -3.80985], [-1.65367, 1.37400, -2.82729], [-0.63943, -0.97253, -2.61697], [-1.20569, -1.26050, -4.27555], [-3.34450, -0.68539, -3.46392], [0.96364, -1.30739, 4.56467], [0.86362, -1.82218, 3.14754], [0.21987, -0.80686, 2.35577], [0.00013, -0.89069, 4.86466], [1.71351, -0.52145, 4.65439], [1.21868, -2.11157, 5.25281], [0.28471, -2.75703, 3.12937], [1.84731, -2.06770, 2.73466], [0.04137, -1.14966, 1.47035], [2.37180, -3.19573, -2.22143], [2.84904, -3.25095, -0.78013], [1.76526, -3.25329, 0.14348], [1.75661, -4.06507, -2.45732], [3.22477, -3.16972, -2.90099], [1.79293, -2.28219, -2.40078], [3.51693, -2.40879, -0.57821], [3.39304, -4.18030, -0.60921], [1.09182, -2.63973, -0.17479], [-4.62874, 1.52190, 1.04092], [-3.89669, 1.52113, -0.26772], [-2.83358, 0.54462, -0.29094], [-4.84097, 0.49064, 1.34477], [-5.57493, 2.05467, 0.97009], [-4.02418, 1.96468, 1.83172], [-3.44482, 2.48951, -0.48196], [-4.56770, 1.26673, -1.08942], [-1.99284, 0.97079, 0.04897]],
  "atomic_forces_ev_per_a": [[1.331, 1.293, -0.276], [-1.182, -0.277, -0.252], [0.199, -0.342, 0.086], [0.091, -0.011, -0.166], [-0.158, 0.141, 0.022], [-0.094, 0.046, -0.040], [-0.033, 0.164, -0.069], [-0.059, 0.087, 0.061], [-0.013, -0.091, 0.024], [-0.065, 0.026, 0.058], [0.026, -0.077, 0.032], [-0.220, -0.030, 0.126], [0.131, 0.095, 0.054], [-0.071, -0.162, -0.113], [0.048, 0.012, -0.100], [0.047, -0.019, -0.036], [0.032, 0.013, -0.004], [-0.031, -0.051, -0.014], [0.007, -0.048, 0.016], [0.108, 0.088, 0.070], [0.480, 0.468, -0.035], [-0.439, -0.506, -0.029], [0.510, -0.312, 0.124], [-0.222, 0.113, 0.131], [-0.062, -0.102, -0.007], [-0.129, 0.075, -0.079], [-0.034, 0.012, 0.085], [0.104, -0.089, 0.067], [-0.119, -0.050, 0.076], [-0.081, 0.096, -0.023], [-0.082, -0.026, -0.104], [0.011, -0.100, 0.108], [0.030, -0.046, 0.041], [-0.005, 0.004, -0.027], [0.070, -0.022, 0.005], [-0.047, 0.189, -0.058], [-0.044, 0.089, -0.003], [0.119, -0.195, 0.027], [0.044, 0.123, 0.060], [-0.128, -0.060, -0.178], [-0.084, -0.024, 0.019], [0.001, -0.003, -0.024], [-0.023, -0.056, -0.023], [0.037, -0.057, 0.051], [0.029, -0.001, 0.019], [0.065, 0.070, 0.063], [-0.004, 0.015, 0.024], [0.032, -0.264, 0.446], [0.230, -0.083, -0.391], [-0.005, -0.540, 0.308], [-0.122, 0.093, -0.032], [0.012, 0.081, -0.006], [-0.030, 0.045, 0.016], [-0.104, 0.059, -0.044], [0.017, 0.031, -0.051], [-0.121, 0.116, -0.034]],
  "total_charge": 1,
  "de_lowest_ev": 0.804,
  "total_energy_ev": -46465.778,
  "homo_lumo_gap_ev": 7.6
}

---

[3]
{
  "formula": "C7H12",
  "method": "ωB97M-V with the def2-TZVPD basis set",
  "species": ["C", "C", "C", "C", "C", "C", "C", "H", "H", "H", "H", "H", "H", "H", "H", "H", "H", "H", "H"],
  "xyz": [[1.61012, -0.18219, 2.80055], [1.59535, -0.31681, 1.28062], [0.20137, -0.63510, 0.73663], [0.15865, -0.86249, -0.74758], [-0.82992, -0.39304, -1.60071], [-2.01910, 0.01379, -1.93226], [-2.45229, 1.26173, -2.60696], [0.93865, 0.61862, 3.13063], [1.28013, -1.11047, 3.28148], [2.61371, 0.04849, 3.17170], [1.95628, 0.61117, 0.81911], [2.29341, -1.10719, 0.97303], [-0.50905, 0.15153, 1.01036], [-0.16699, -1.55973, 1.21277], [0.15251, 0.05151, -2.05879], [1.00039, -1.40102, -1.18366], [-3.02384, 1.84709, -1.87601], [-3.15027, 1.05311, -3.42394], [-1.64910, 1.91101, -2.98697]],
  "atomic_forces_ev_per_a": [[-0.013, 0.003, 0.064], [0.057, 0.004, -0.041], [-0.070, 0.074, 0.009], [-0.004, -0.041, 0.042], [-0.319, 0.049, 0.159], [0.320, -0.085, 0.011], [-0.004, 0.072, -0.035], [0.087, -0.104, -0.046], [0.044, 0.125, -0.073], [-0.139, -0.031, -0.057], [-0.046, -0.115, 0.057], [-0.104, 0.103, 0.028], [0.106, -0.097, -0.034], [0.036, 0.062, -0.076], [0.108, 0.151, -0.177], [-0.156, 0.039, 0.027], [0.032, -0.091, -0.047], [0.082, -0.002, 0.122], [-0.014, -0.117, 0.066]],
  "de_lowest_ev": 4.870,
  "total_energy_ev": -7448.561,
  "homo_lumo_gap_ev": [7.4, 7.4]
}